(1)
DFT (ωB97M-V with the def2-TZVPD basis set) results for C5H5Br2ClN2O2 as an isolated structure at a distorted geometry.

HOMO level (alpha / beta): -8.33 / -8.20 eV
E: -6061.60650 Eh
energy above the lowest of the compared OMol25 structures with the same formula, charge and spin: 11.7 kcal per mole
LUMO (alpha / beta): -0.73 / -1.45 eV
total charge: 0

Last column: Mulliken charge in e.
Element x y z (Å)
Br -2.69 -2.05 0.07  0.031
Br -2.87 0.91 1.03  -0.029
Cl 2.47 2.18 0.44  -0.023
O 0.14 3.04 -1.25  -0.551
O -0.65 -1.46 -1.36  -0.682
N -0.53 0.84 -1.51  -0.006
N 1.05 1.26 -0.09  0.040
C 0.95 -0.11 -0.11  0.635
C -2.09 -0.71 1.14  -0.391
C -0.11 -0.41 -0.99  0.405
C 0.18 1.89 -0.96  0.240
C 1.59 -1.06 0.79  -1.358
H 1.03 -1.99 0.54  0.324
H -0.77 0.94 -2.50  0.280
H 2.67 -0.97 0.75  0.389
H -1.75 -1.18 2.14  0.372
H 1.37 -1.11 1.86  0.324

(2)
DFT (ωB97M-V with the def2-TZVPD basis set) results for a 2-piece molecular cluster, C5H5Br2OP overall at a distorted geometry.

HOMO level (alpha / beta): -8.35 / -8.37 eV
E: -5758.03343 Eh
energy above the lowest of the compared OMol25 structures with the same formula, charge and spin: 71.0 kcal per mole
LUMO (alpha / beta): -1.55 / -1.55 eV
total charge: 0

Last column: Mulliken charge in e.
Element x y z (Å)
Br 1.13 -2.99 0.19  -0.159
Br -3.16 0.99 -0.72  -0.019
P -2.36 2.94 -0.41  0.097
O -0.04 0.35 -1.84  -0.301
C 0.28 -0.99 -1.74  -0.227
C 0.43 -0.14 0.33  0.917
C 0.70 0.04 1.81  -1.189
C 0.06 0.88 -0.64  -1.313
C 0.57 -1.30 -0.45  0.004
H 0.27 -1.72 -2.57  0.405
H 1.68 0.29 2.12  0.264
H 0.44 -0.98 2.14  0.316
H 0.13 0.72 2.38  0.356
H -0.11 1.90 -0.59  0.850

(3)
DFT (ωB97M-V with the def2-TZVPD basis set) results for C5H5BrFN in the gas phase at a distorted geometry.

HOMO level: -8.31 eV
E: -2922.04089 Eh
SMILES string: FN1C=CC=C[C@H]1Br
energy above the lowest of the compared OMol25 structures with the same formula, charge and spin: 65.4 kcal per mole
LUMO: 0.24 eV
total charge: 0

Last column: Mulliken charge in e.
Element x y z (Å)
Br 2.76 0.69 0.20  -0.324
F 1.16 -2.29 -0.28  -0.207
N 0.39 -1.15 -0.22  0.156
C -0.56 -1.09 0.75  -0.093
C 0.06 1.14 -0.74  -0.485
C -1.02 1.15 0.08  -0.290
C -1.30 0.00 0.94  -0.479
C 0.96 -0.03 -0.88  -0.364
H -0.59 -2.10 1.27  0.329
H 0.31 1.97 -1.35  0.396
H 1.55 -0.09 -1.73  0.549
H -1.60 1.95 0.22  0.525
H -2.11 -0.13 1.73  0.288

(4)
DFT (ωB97M-V with the def2-TZVPD basis set) results for a 2-piece molecular cluster, C5H5BrO overall at a distorted geometry.

HOMO level (alpha / beta): -10.02 / -8.91 eV
E: -2842.59864 Eh
energy above the lowest of the compared OMol25 structures with the same formula, charge and spin: 63.4 kcal per mole
LUMO (alpha / beta): -1.65 / -3.57 eV
total charge: 0

Last column: Mulliken charge in e.
Element x y z (Å)
Br -2.35 -1.03 -4.77  -0.043
O -1.25 1.32 0.96  -0.499
C -0.43 0.50 0.61  0.702
C 0.21 0.52 -0.77  -0.640
C -1.40 1.36 -2.58  -0.414
C -0.07 -0.65 1.60  -0.938
C -0.53 0.96 -1.82  0.038
H -1.73 1.59 -3.53  0.534
H 1.25 0.32 -0.86  0.394
H -0.36 -1.71 1.17  0.250
H 0.98 -0.69 1.98  0.315
H -0.59 -0.41 2.53  0.301

(5)
DFT (ωB97M-V with the def2-TZVPD basis set) results for C5H5BrOS in the gas phase at a distorted geometry.

HOMO level: -8.89 eV
E: -3240.87707 Eh
SMILES string: S=C[C@H]1CC(Br)=CO1
energy above the lowest of the compared OMol25 structures with the same formula, charge and spin: 48.8 kcal per mole
LUMO: -0.64 eV
total charge: 0

Last column: Mulliken charge in e.
Element x y z (Å)
Br -2.94 1.26 -1.66  -0.155
S 1.52 -2.28 -1.07  -0.213
O -0.29 0.07 1.39  -0.414
C 0.62 -0.07 0.33  0.239
C 0.96 -1.51 0.26  -0.555
C -1.53 0.62 -0.48  -0.059
C -0.08 0.53 -0.93  -0.455
C -1.52 0.46 0.86  -0.104
H -0.04 -0.16 -1.87  0.298
H 0.49 1.47 -1.19  0.279
H -2.35 0.60 1.63  0.377
H 0.87 -2.00 1.12  0.422
H 1.40 0.55 0.71  0.339

(6)
DFT (ωB97M-V with the def2-TZVPD basis set) results for C5H5CdFO4 as an isolated structure at a distorted geometry.

HOMO level (alpha / beta): -13.73 / -13.73 eV
E: -761.62837 Eh
energy above the lowest of the compared OMol25 structures with the same formula, charge and spin: 0.0 kcal per mole
LUMO (alpha / beta): -7.42 / -7.52 eV
multiplicity: 2
total charge: +1

Last column: Mulliken charge in e.
Element x y z (Å)
Cd 2.51 -0.50 -0.04  1.223
F 0.30 2.39 -0.67  -0.310
O -3.04 1.35 1.47  -0.481
O -1.24 1.00 0.18  -0.351
O 0.89 0.34 -0.20  -0.835
O -0.99 1.94 2.16  -0.289
C 0.32 1.87 1.65  -0.325
C -1.87 1.47 1.26  0.619
C 3.12 -0.10 2.18  -0.512
C 3.24 -1.38 2.52  -0.408
C 0.17 1.32 0.22  1.193
H 4.23 -1.83 2.65  0.327
H 0.81 2.84 1.70  0.251
H 2.37 -2.05 2.61  0.342
H 3.89 0.68 2.16  0.495
H 1.17 1.18 2.32  0.062

(7)
DFT (ωB97M-V with the def2-TZVPD basis set) results for C5H5Cl2N3O2 in the gas phase at a distorted geometry.

HOMO level (alpha / beta): -9.28 / -8.01 eV
E: -1428.40091 Eh
energy above the lowest of the compared OMol25 structures with the same formula, charge and spin: 159.9 kcal per mole
LUMO (alpha / beta): -0.72 / -1.40 eV
total charge: 0

Last column: Mulliken charge in e.
Element x y z (Å)
Cl -3.69 -0.26 -0.52  -0.172
Cl -2.28 2.35 0.03  -0.057
O -0.92 -2.32 -0.16  -0.497
O 1.17 -2.25 0.60  -0.270
N -1.13 -1.11 0.11  0.272
N 0.62 1.09 0.21  -0.548
N -1.78 0.87 0.83  -0.185
C -1.99 -0.25 0.11  0.385
C -0.34 1.03 1.35  -0.616
C 1.25 0.05 -0.14  0.919
C 1.42 -1.15 0.50  0.243
C 1.95 -0.08 -1.48  -1.425
H 2.95 -0.34 -1.35  0.411
H 1.46 -0.80 -2.10  0.350
H -0.29 2.03 1.80  0.410
H -0.27 0.25 2.06  0.399
H 1.87 0.90 -1.86  0.383

(8)
DFT (ωB97M-V with the def2-TZVPD basis set) results for C5H5ClF2 in the gas phase at a distorted geometry.

HOMO level: -9.23 eV
E: -853.40004 Eh
SMILES string: C/C(F)=C\C(Cl)=C/F
energy above the lowest of the compared OMol25 structures with the same formula, charge and spin: 19.5 kcal per mole
LUMO: 0.71 eV
total charge: 0

Last column: Mulliken charge in e.
Element x y z (Å)
Cl -2.26 -0.94 0.26  -0.204
F 2.59 -1.21 -0.42  -0.290
F -0.04 2.16 -0.50  -0.234
C -0.86 0.02 -0.20  0.304
C 0.34 -0.70 -0.53  -0.493
C -1.05 1.34 -0.13  -0.383
C 1.91 0.60 1.00  -1.046
C 1.52 -0.52 0.06  0.639
H 0.21 -1.52 -1.22  0.384
H 1.08 0.82 1.67  0.337
H 2.20 1.53 0.48  0.230
H 2.76 0.25 1.58  0.377
H -1.95 1.87 0.19  0.380

(9)
DFT (ωB97M-V with the def2-TZVPD basis set) results for an isolated ion of composition C5H5ClNO3S and charge -1 at a distorted geometry.

HOMO level: -4.45 eV
E: -1332.43566 Eh
SMILES string: NC(=O)/C=C(\Cl)[C@@H](S)C(=O)[O-]
LUMO: 3.18 eV
total charge: -1

Last column: Mulliken charge in e.
Element x y z (Å)
Cl 0.64 -0.81 -2.81  -0.175
S -2.65 1.07 -0.78  -0.340
O 0.65 2.50 -2.17  -0.678
O -0.51 2.85 -0.27  -0.732
O 1.18 -2.70 -0.25  -0.561
N -0.08 -2.31 1.61  -0.418
C -0.26 -0.77 -0.16  -0.284
C -0.16 -0.27 -1.42  0.278
C -0.17 2.26 -1.30  0.623
C -1.11 0.96 -1.72  -0.433
C 0.32 -2.14 0.32  0.397
H -0.82 -1.77 1.89  0.228
H -1.34 1.05 -2.73  0.505
H -2.54 2.31 -0.31  0.159
H 0.53 -3.01 2.03  0.251
H -0.85 -0.19 0.53  0.179

Copy entry 2 word for word.
DFT (ωB97M-V with the def2-TZVPD basis set) results for a 2-piece molecular cluster, C5H5Br2OP overall at a distorted geometry.

HOMO level (alpha / beta): -8.35 / -8.37 eV
E: -5758.03343 Eh
energy above the lowest of the compared OMol25 structures with the same formula, charge and spin: 71.0 kcal per mole
LUMO (alpha / beta): -1.55 / -1.55 eV
total charge: 0

Last column: Mulliken charge in e.
Element x y z (Å)
Br 1.13 -2.99 0.19  -0.159
Br -3.16 0.99 -0.72  -0.019
P -2.36 2.94 -0.41  0.097
O -0.04 0.35 -1.84  -0.301
C 0.28 -0.99 -1.74  -0.227
C 0.43 -0.14 0.33  0.917
C 0.70 0.04 1.81  -1.189
C 0.06 0.88 -0.64  -1.313
C 0.57 -1.30 -0.45  0.004
H 0.27 -1.72 -2.57  0.405
H 1.68 0.29 2.12  0.264
H 0.44 -0.98 2.14  0.316
H 0.13 0.72 2.38  0.356
H -0.11 1.90 -0.59  0.850

Q: What is the formula in the fourth record?
A: C5H5BrO

Q: Which of these has the highest E?
A: C5H5CdFO4